No. 1
ORCA calculation (the ωB97M-V functional and the def2-TZVPD basis) on a molecular structure, C26H36BIrN2O6S.

Output
HOMO level (spin up / spin down) ... -11.766 / -11.969 eV
Kohn-Sham gap (spin up / spin down) ... 0.241 / 0.252 hartree
Lowest unoccupied orbital energy (spin up / spin down) ... -5.21 / -5.12 eV
Relative energy (zero: lowest compared OMol25 entry of this formula, charge and spin) ... 179.1 kJ/mol
Total charge ... +1
<S²> ... 0.754
2S+1 ... 2

Cartesian coordinates (Å):
Ir  -0.68688  0.43597  0.52753
S  -2.88279  0.72882  2.03571
O  -3.56165  -0.33901  2.66724
O  -1.51809  -2.48437  0.56928
O  -0.18358  -1.88258  -1.21829
O  -1.25630  0.51758  2.31828
O  -3.18590  2.08054  2.37454
O  -2.70056  0.52634  0.51502
N  1.37494  0.49525  0.69293
N  -0.20343  2.45705  -0.10325
C  3.76483  -2.26874  0.15877
C  -2.99780  3.85896  -2.00826
C  -1.69011  -4.88234  0.30376
C  -1.90748  3.07751  -1.67483
C  3.36309  1.93225  0.71476
C  -1.68045  -3.55653  -0.42494
C  1.91514  1.63925  0.51188
C  3.04527  -2.30797  2.44584
C  -2.79752  5.07112  0.06350
C  2.91491  -0.56057  -1.48045
C  2.21379  -1.21374  2.23316
C  -3.43743  4.85340  -1.14454
C  -1.44276  1.95265  -2.56036
C  -1.25986  3.35030  -0.47040
C  0.80924  -4.03714  -0.88706
C  -1.69416  4.32625  0.43446
C  2.19561  -0.66216  0.95139
C  1.01820  2.76854  0.07091
C  3.81578  -2.83176  1.42237
C  -0.71283  -3.61902  -2.82788
C  2.95283  -1.17287  -0.10365
C  -0.45023  -3.33968  -1.36663
C  -3.01413  -3.29923  -1.10599
C  -1.08022  4.49056  1.79643
C  1.38970  -0.64824  3.35739
C  1.59855  4.10583  -0.21957
B  -0.77127  -1.55080  -0.04451
H  1.65283  -3.70752  -1.49499
H  1.46051  0.44069  3.41589
H  -1.01219  -4.66161  -2.95753
H  1.89961  -0.30038  -1.77977
H  -0.81111  -5.00226  0.93418
H  0.19830  -3.45398  -3.40391
H  -3.51433  3.67779  -2.94242
H  3.92061  1.05554  1.02084
H  -0.38366  2.03309  -2.81503
H  -3.17340  5.82478  0.74363
H  -1.19898  3.57243  2.37827
H  -3.24281  -4.08145  -1.83079
H  -2.00746  1.92706  -3.49011
H  -0.02143  4.75085  1.76490
H  3.80075  2.34422  -0.19781
H  3.53901  0.33647  -1.54616
H  3.29992  -1.26805  -2.21319
H  -1.58748  5.28563  2.33850
H  -1.60366  0.98171  -2.06940
H  -4.30069  5.45179  -1.40638
H  -1.49930  -2.98035  -3.22510
H  0.82356  4.80931  -0.50366
H  3.46011  2.70182  1.48575
H  4.36405  -2.68297  -0.64386
H  -3.02135  -2.33386  -1.61704
H  4.45959  -3.68135  1.61018
H  2.31210  4.00849  -1.04274
H  1.72247  -1.05776  4.30913
H  -2.57644  -4.93810  0.93477
H  0.33384  -0.89383  3.24017
H  -3.79556  -3.28710  -0.34737
H  3.08875  -2.74691  3.43561
H  1.02506  -3.80470  0.15824
H  2.14890  4.49397  0.63836
H  0.71133  -5.11868  -0.99323
H  -1.72785  -5.70620  -0.41248

***

No. 2
ORCA calculation (the ωB97M-V functional and the def2-TZVPD basis) on a molecular structure, C26H36BN6OTc in a non-equilibrium geometry.

Output
HOMO level (spin up / spin down) ... -17.323 / -17.321 eV
Kohn-Sham gap (spin up / spin down) ... 0.264 / 0.139 hartree
Lowest unoccupied orbital energy (spin up / spin down) ... -10.13 / -13.53 eV
Relative energy (zero: lowest compared OMol25 entry of this formula, charge and spin) ... 92.1 kJ/mol
Total charge ... +3
<S²> ... 3.778
2S+1 ... 4

Cartesian coordinates (Å):
Tc  0.48349  -0.49112  0.14727
O  -0.87832  1.03548  -0.03694
N  1.09372  -2.44783  0.28138
N  3.40839  -0.77481  0.56629
N  2.30940  -0.11836  1.05093
N  2.34815  -2.85047  -0.11336
N  2.65257  -1.05871  -1.77490
N  1.45616  -0.41904  -1.64606
C  0.43859  -3.53746  0.68074
C  -3.66684  0.93443  0.49385
C  2.15772  -0.20215  -3.75285
C  -0.96383  -3.52055  1.13005
C  1.13194  0.09603  -2.86041
C  4.09164  0.39244  2.30452
C  -3.63742  3.35198  0.49780
C  -2.94626  2.13421  0.33665
C  2.36360  2.91510  2.91463
C  -1.50321  -2.09434  1.17833
C  4.48083  -0.47674  1.31147
C  2.71082  0.58469  2.13603
C  -1.53492  2.11262  0.06645
C  -5.65522  2.16063  1.03082
C  3.08632  -0.93731  -3.03270
C  -1.32557  -0.16342  -3.05704
C  2.50007  -4.16514  0.03881
C  1.89333  1.45209  3.03081
C  -4.97230  3.35844  0.83867
C  -0.79377  3.40109  -0.09971
C  -0.14639  0.82650  -3.11319
C  -1.82892  -4.40799  0.20592
C  -4.99772  0.94599  0.83626
C  0.38746  1.35156  2.82984
C  -0.12794  1.55660  -4.45429
C  1.30936  -4.66563  0.54580
B  3.32958  -1.76178  -0.60254
H  3.41492  3.02226  3.17450
H  -1.46328  -5.43363  0.17623
H  -5.54105  0.01789  0.95282
H  -0.12965  1.70712  3.71932
H  -1.20052  3.94385  -0.95647
H  -0.26252  1.56533  -2.31563
H  -0.92590  4.04206  0.77267
H  -5.49202  4.29825  0.96474
H  -2.85123  -4.42551  0.57938
H  -1.58670  -1.70898  0.14696
H  0.06360  0.31093  2.66930
H  -1.22055  -0.91731  -3.83790
H  3.41734  -4.67211  -0.21980
H  -3.13944  4.30100  0.35438
H  -0.99131  -3.96425  2.13365
H  0.08127  1.97388  1.99282
H  1.78288  3.53666  3.59440
H  2.12765  1.12427  4.04879
H  5.45188  -0.89260  1.09331
H  -1.04153  2.13659  -4.56997
H  -2.26494  0.36431  -3.21735
H  2.22371  0.06554  -4.79305
H  -6.69609  2.17116  1.32487
H  0.26882  3.23029  -0.25820
H  4.02455  -1.36920  -3.34381
H  -0.07509  0.85163  -5.28526
H  -3.16531  -0.00453  0.31674
H  -1.83718  -4.01503  -0.81230
H  -0.88685  -1.44146  1.82408
H  0.72214  2.23479  -4.52974
H  -2.50652  -2.08332  1.59888
H  1.09694  -5.69256  0.80276
H  2.22772  3.28444  1.89615
H  4.38343  -2.20825  -0.89404
H  -1.37611  -0.68044  -2.09213
H  4.71240  0.80993  3.07956

***

Look up the relative energy (zero: lowest compared OMol25 entry of this formula, charge and spin) of the second one.
92.1 kJ/mol

***

Look up the <S²> of the second one.
3.778

***

Which of these has the lowest total charge?
C26H36BIrN2O6S

***

What is the <S²> in the second record?
3.778